Entry 1:
This record from OMol25 describes a 6-piece molecular cluster, C39H57N5O11 overall at a distorted geometry. The level of theory is wB97M-V/def2-TZVPD.

Each line ends with the Mulliken charge.
CARTESIAN COORDINATES (ANGSTROEM)
H (-0.9517, -0.5922, 3.4174)  0.193
N (-1.7309, -1.2159, 3.1964)  -0.625
C (-1.5375, -1.7888, 2.0795)  0.471
C (-2.5943, -2.7761, 1.6331)  -1.314
C (-0.2589, -1.4692, 1.2928)  -1.060
C (-0.3832, -1.5322, -0.2466)  2.951
C (-0.4347, -2.9971, -0.5889)  -1.255
N (-0.4523, -4.1340, -0.8350)  -0.789
C (-1.6606, -0.8833, -0.7859)  -0.537
C (-2.2059, 0.2379, -0.1618)  -0.081
C (-3.3268, 0.7425, -0.7676)  -0.823
C (-3.9165, 0.1914, -1.8771)  -0.634
N (-3.4007, -0.8753, -2.4709)  -0.646
C (-2.3042, -1.3421, -1.9140)  0.239
C (0.8814, -0.9522, -1.0213)  3.407
C (0.8822, -1.6361, -2.3588)  -1.069
N (0.7908, -2.1322, -3.4043)  -0.684
C (0.8260, 0.5589, -1.3386)  -1.946
C (0.8734, 1.5224, -0.1359)  0.316
C (2.2979, 1.7653, 0.4242)  -0.636
N (2.3740, 2.9452, 1.2804)  -0.614
C (2.2315, -1.3704, -0.3725)  -2.034
O (2.5861, -2.6768, -0.7461)  -0.270
C (3.9679, -2.8209, -1.0247)  -0.753
C (4.7597, -2.9238, 0.3125)  0.052
C (5.3227, -1.5647, 0.8228)  -1.325
H (-3.4045, -2.2656, 1.1036)  0.209
H (-3.0515, -3.1654, 2.5486)  0.511
H (-2.2111, -3.6382, 1.0864)  0.258
H (0.4767, -2.2366, 1.5753)  0.623
H (0.1419, -0.5257, 1.6695)  0.329
H (-1.7776, 0.6741, 0.7286)  0.467
H (-3.7928, 1.6218, -0.3275)  0.421
H (-4.8105, 0.6240, -2.3143)  0.384
H (-1.8492, -2.2013, -2.4100)  0.564
H (1.7283, 0.7738, -1.9288)  1.173
H (-0.0025, 0.8227, -2.0002)  0.592
H (0.5579, 2.5050, -0.5372)  -0.558
H (0.1653, 1.2909, 0.6642)  0.342
H (3.0188, 1.8226, -0.3980)  0.479
H (2.5684, 0.8996, 1.0503)  0.014
H (1.4710, 3.2609, 1.5981)  0.271
H (2.9186, 3.6884, 0.8750)  0.257
H (2.2587, -1.1810, 0.7067)  0.192
H (2.9751, -0.6897, -0.8161)  0.835
H (4.3648, -2.0464, -1.6965)  0.354
H (4.1212, -3.7766, -1.5380)  0.428
H (5.5793, -3.6290, 0.1727)  0.572
H (4.0350, -3.2976, 1.0379)  -0.040
H (4.9850, -0.6966, 0.2518)  0.306
H (4.9486, -1.4212, 1.8449)  0.286
H (6.4094, -1.6055, 0.9143)  0.374
O (-0.5748, 3.4316, -1.7164)  -0.577
C (-0.6332, 4.6252, -1.8344)  0.346
C (-1.7543, 5.4193, -2.4668)  -0.402
C (-1.1046, 6.7787, -2.6793)  -0.220
C (-0.0870, 6.8260, -1.5552)  -0.440
O (0.3200, 5.4565, -1.3594)  -0.358
H (-2.5895, 5.4731, -1.7667)  0.243
H (-2.0715, 4.9655, -3.4019)  0.375
H (-1.8034, 7.6076, -2.6582)  -0.037
H (-0.5920, 6.7938, -3.6442)  0.313
H (-0.5161, 7.1973, -0.6225)  0.253
H (0.7823, 7.4298, -1.8066)  0.310
O (-3.8971, 7.7263, -1.5459)  -0.551
C (-3.9326, 8.9187, -1.6422)  0.570
C (-5.0404, 9.7462, -2.2590)  -0.473
C (-4.3637, 11.0994, -2.4515)  -0.488
C (-3.3401, 11.1058, -1.3280)  -0.441
O (-2.9611, 9.7274, -1.1564)  -0.337
H (-5.8723, 9.8005, -1.5553)  0.282
H (-5.3684, 9.3148, -3.2006)  0.286
H (-5.0470, 11.9457, -2.4152)  0.327
H (-3.8546, 11.1207, -3.4167)  0.265
H (-3.7569, 11.4698, -0.3867)  0.273
H (-2.4592, 11.6947, -1.5727)  0.317
O (-1.8231, -7.7587, -6.0468)  -0.587
C (-1.1907, -6.8990, -5.5060)  0.423
C (0.3208, -6.7891, -5.4478)  -0.418
C (0.5291, -5.7708, -4.3318)  -0.466
C (-0.7316, -4.9328, -4.4277)  0.092
O (-1.7562, -5.8419, -4.8793)  -0.356
H (0.6844, -6.4229, -6.4092)  0.245
H (0.7698, -7.7507, -5.2140)  0.299
H (1.4411, -5.1848, -4.4294)  0.336
H (0.5608, -6.2831, -3.3682)  0.262
H (-0.6386, -4.1240, -5.1548)  0.182
H (-1.0171, -4.5113, -3.4672)  -0.054
O (5.7174, -4.9814, 2.3092)  -0.587
C (4.9824, -5.9226, 2.2727)  0.597
C (4.8732, -6.9423, 1.1574)  -0.317
C (3.5469, -7.6256, 1.4721)  -0.450
C (3.4667, -7.4824, 2.9831)  -0.472
O (4.1347, -6.2441, 3.2811)  -0.368
H (5.7162, -7.6314, 1.2269)  0.310
H (4.8609, -6.4545, 0.1861)  0.184
H (3.4894, -8.6588, 1.1342)  0.336
H (2.7299, -7.0736, 1.0038)  0.192
H (3.9845, -8.2899, 3.5059)  0.266
H (2.4406, -7.4340, 3.3407)  0.332
O (-1.7270, 2.7560, 7.9529)  -0.567
C (-1.8020, 1.6043, 7.6447)  0.482
C (-0.9664, 0.8896, 6.6010)  -0.392
C (-1.7595, -0.3931, 6.3738)  -0.381
C (-2.4281, -0.5959, 7.7229)  -0.472
O (-2.6525, 0.7289, 8.2366)  -0.352
H (0.0230, 0.6919, 7.0170)  0.282
H (-0.8846, 1.4858, 5.6960)  0.249
H (-1.1512, -1.2403, 6.0633)  0.377
H (-2.5150, -0.2261, 5.6065)  0.204
H (-1.7911, -1.1373, 8.4267)  0.246
H (-3.3793, -1.1169, 7.6389)  0.321

2S+1: 1
Lowest unoccupied orbital energy (eV): 0.3
E (eV): -71339.6324
Structure (SMILES): [H]/N=C(/C)C[C@@](C#N)(c1cccnc1)[C@@](C#N)(CCCN)COCCC.O=C1CCCO1.O=C1CCCO1.O=C1CCCO1.O=C1CCCO1.O=C1CCCO1



Entry 2:
This record from OMol25 describes a 3-piece molecular cluster, C3H11NO4 overall at a distorted geometry. The level of theory is wB97M-V/def2-TZVPD.

Each line ends with the Mulliken charge.
CARTESIAN COORDINATES (ANGSTROEM)
C (1.8897, 1.3933, -0.1691)  -0.999
N (0.6608, 0.6049, -0.1607)  -0.217
C (-0.2772, 0.9238, -1.2275)  -0.555
C (-1.2222, -0.2295, -1.5355)  0.448
O (-1.5605, -0.4950, -2.6583)  -0.604
O (-1.7067, -0.8817, -0.4928)  -0.533
H (1.8764, 2.1197, -0.9735)  0.323
H (2.1276, 1.9062, 0.7572)  0.347
H (2.7114, 0.7019, -0.2973)  0.278
H (0.1826, 0.6602, 0.7322)  0.275
H (0.2479, 1.0674, -2.1652)  0.466
H (-0.8249, 1.8587, -1.0668)  0.284
H (-1.5903, -0.6238, 0.5073)  0.435
O (-1.4737, -0.5580, 1.9230)  -0.702
H (-2.2418, -1.1074, 2.1219)  0.340
H (-0.7216, -1.1872, 2.0597)  0.436
O (0.6171, -1.9639, 1.2779)  -0.723
H (0.8063, -1.3705, 0.5134)  0.354
H (0.4991, -2.8190, 0.8541)  0.346

2S+1: 1
Lowest unoccupied orbital energy (eV): 0.4
Energy above the lowest of the compared OMol25 structures with the same formula, charge and spin (kcal/mol): 34.4
E (eV): -12969.5689
Structure (SMILES): CNCC(=O)O.O.O



Entry 3:
This record from OMol25 describes an isolated ion of composition C5H7IN and charge +1 at a distorted geometry. The level of theory is wB97M-V/def2-TZVPD.

Each line ends with the Mulliken charge.
CARTESIAN COORDINATES (ANGSTROEM)
N (-0.4329, 2.2845, -0.0698)  -0.330
C (-0.4289, 0.7415, -0.1228)  -0.335
I (-2.4948, 0.1916, -0.1786)  0.239
C (0.5994, 0.3246, 0.6949)  -0.305
C (0.9165, -1.0006, 0.2636)  -0.088
C (0.2663, -1.3645, -0.8329)  -0.147
C (0.4137, -2.4772, 0.1471)  -0.460
H (0.5600, 2.3824, 0.2982)  0.371
H (-1.1518, 2.7654, 0.4715)  0.366
H (-0.2395, 2.6636, -1.0578)  0.388
H (1.0342, 0.8598, 1.5322)  0.432
H (0.1035, -1.2434, -1.9573)  0.404
H (1.2543, -3.3114, 0.0657)  0.219
H (-0.4002, -2.8161, 0.7461)  0.248

2S+1: 1
Lowest unoccupied orbital energy (eV): -5.1
Charge: +1
Energy above the lowest of the compared OMol25 structures with the same formula, charge and spin (kcal/mol): 112.8
E (eV): -14876.0137
Structure (SMILES): [NH3+]/C(I)=C/C1=CC1



Entry 4:
This record from OMol25 describes a 12-piece molecular cluster, C4H33NO12S2 overall at a distorted geometry. The level of theory is wB97M-V/def2-TZVPD.

Each line ends with the Mulliken charge.
CARTESIAN COORDINATES (ANGSTROEM)
C (-1.8900, -2.3995, -0.9513)  -0.588
S (-1.9574, -1.3943, -2.4480)  -0.058
S (-0.2989, -0.3129, -2.4049)  -0.291
C (-0.2671, 1.2103, -1.4031)  -1.170
C (0.7780, 1.0231, -0.3744)  2.399
N (2.0890, 0.5495, -0.9078)  -0.554
C (0.9266, 2.4442, 0.3600)  -0.624
O (1.0927, 2.2762, 1.7697)  -0.665
H (-2.5023, -2.2726, -0.1090)  0.225
H (-2.1734, -3.4782, -1.1662)  0.382
H (-0.8586, -2.4081, -0.6238)  0.089
H (-1.1784, 1.4504, -0.9201)  0.595
H (-0.2253, 1.9274, -2.2611)  0.231
H (0.5533, 0.1068, 0.2527)  -1.132
H (2.3376, 0.8506, -1.8338)  0.197
H (2.8380, 0.7875, -0.1813)  0.084
H (0.1273, 3.0931, 0.1036)  0.224
H (1.9026, 2.8759, 0.1727)  0.354
H (0.5775, 1.6048, 2.1725)  0.439
O (4.3498, -1.1931, 0.8452)  -0.739
H (3.7912, -1.6446, 0.2056)  0.450
H (4.1538, -0.2376, 0.8145)  0.277
O (-0.2492, 4.0594, -1.9020)  -0.590
H (0.3178, 4.8011, -2.2238)  0.297
H (-0.7058, 4.6461, -1.2413)  0.314
O (-0.8754, -3.0243, 2.8537)  -0.514
H (0.0262, -3.4145, 2.8429)  0.274
H (-1.4429, -3.7519, 3.1629)  0.261
O (-4.5703, 0.3475, 0.4479)  -0.687
H (-4.2991, -0.1489, 1.2207)  0.358
H (-3.8313, 0.9090, 0.2597)  0.303
O (2.4058, -2.1672, -0.5910)  -0.815
H (1.8082, -1.3679, -0.4555)  0.363
H (2.6712, -2.2023, -1.5053)  0.318
O (3.6663, 1.2121, 1.8004)  -0.659
H (2.8260, 1.6439, 1.8660)  0.370
H (4.2235, 1.2547, 2.5849)  0.269
O (-2.5215, -0.6089, 1.6685)  -0.603
H (-2.7129, -1.4179, 2.1408)  0.251
H (-1.7410, -0.2004, 2.1836)  0.336
O (-0.5607, 0.8001, -5.3534)  -0.620
H (-1.1155, 0.3931, -4.6551)  0.337
H (0.3817, 0.6593, -5.2706)  0.299
O (2.1497, -1.9603, 2.3960)  -0.564
H (2.3754, -1.0657, 2.4655)  0.301
H (2.8116, -2.2666, 1.7544)  0.339
O (-0.3172, -0.1413, 2.8125)  -0.709
H (-0.2509, -0.5955, 3.6451)  0.382
H (0.1637, -0.7770, 2.1908)  0.237
O (-5.0468, 0.0520, -2.3404)  -0.606
H (-5.0693, -0.8873, -2.3788)  0.267
H (-4.6834, 0.3607, -1.4908)  0.370

2S+1: 1
Lowest unoccupied orbital energy (eV): 0.0
Energy above the lowest of the compared OMol25 structures with the same formula, charge and spin (kcal/mol): 51.2
E (eV): -52412.5036
Structure (SMILES): CSSC[C@@H](N)CO.O.O.O.O.O.O.O.O.O.O.O



Entry 5:
This record from OMol25 describes C38H54Br4N6O5PbS2Si4Te as an isolated structure at a distorted geometry. The level of theory is wB97M-V/def2-TZVPD.

Each line ends with the Mulliken charge.
CARTESIAN COORDINATES (ANGSTROEM)
Pb (1.3777, -1.4245, 1.6672)  1.798
N (-4.2851, 5.6897, 3.7219)  -0.459
C (-3.4801, 4.6054, 3.5060)  0.930
C (-2.0440, 4.7287, 3.4987)  -0.883
C (-1.2810, 3.6489, 3.0925)  -0.318
C (-1.9051, 2.4201, 2.8271)  0.054
C (-3.2669, 2.2641, 2.8243)  -0.630
C (-4.0652, 3.3362, 3.1710)  -0.606
S (-0.9966, 0.9296, 2.6973)  1.097
O (-0.9784, 0.2478, 3.9869)  -0.673
O (-1.5076, 0.1471, 1.5870)  -0.597
N (0.4958, 1.2673, 2.2749)  0.150
C (1.5286, 1.4583, 3.0352)  -0.221
N (1.8575, 2.6628, 3.6008)  -0.357
C (3.0003, 2.7790, 4.2709)  -0.345
C (3.9377, 1.7203, 4.2532)  -0.837
C (3.5736, 0.4941, 3.6641)  -0.187
N (2.4686, 0.4486, 2.9805)  0.243
H (-3.9338, 6.6353, 3.7264)  0.173
H (-5.2404, 5.6237, 4.0231)  0.180
H (-1.6028, 5.7087, 3.6707)  0.259
H (-0.2120, 3.7910, 2.9610)  0.401
H (-3.6917, 1.2702, 2.6303)  0.362
H (-5.1882, 3.1715, 3.1274)  0.162
H (3.2182, 3.7349, 4.7479)  0.413
H (4.9056, 1.8639, 4.6879)  0.397
H (4.1872, -0.4161, 3.7268)  0.412
Br (8.0636, -2.6935, -1.1960)  -0.194
C (6.3948, -2.7678, -0.3518)  0.118
C (6.2395, -3.7129, 0.7363)  0.454
Br (7.1176, -5.3537, 0.4817)  -0.252
C (5.3119, -3.6678, 1.7873)  -0.522
Br (5.4979, -4.3887, 3.5047)  -0.208
C (4.1793, -2.8730, 1.4649)  -0.095
O (3.1335, -2.8959, 2.1731)  -0.460
C (4.1764, -1.9984, 0.2782)  0.331
O (3.1855, -1.1923, 0.0961)  -0.465
C (5.3119, -1.9543, -0.6224)  -0.177
Br (5.1030, -1.1221, -2.3243)  -0.126
C (1.3389, -2.5149, 5.7086)  -0.747
S (0.4954, -3.8771, 4.8455)  0.287
O (-0.1640, -3.2822, 3.6226)  -0.481
C (-0.8059, -4.0108, 6.0817)  0.352
C (-1.9974, -3.3111, 5.8995)  -0.446
C (-2.9694, -3.2583, 6.8694)  -0.692
C (-2.7695, -3.9951, 8.0028)  -0.262
C (-1.5226, -4.6310, 8.2535)  -0.646
C (-0.5268, -4.5686, 7.3239)  -0.170
H (0.7361, -1.6177, 5.6152)  0.193
H (2.2879, -2.4862, 5.2219)  0.216
H (1.4742, -2.8153, 6.7677)  0.469
H (-2.0002, -2.8196, 4.9474)  0.453
H (-3.8107, -2.6081, 6.6562)  0.391
H (-3.5481, -4.1654, 8.7304)  0.361
H (-1.4548, -5.2288, 9.1071)  0.409
H (0.5403, -4.9761, 7.4932)  0.258
N (-0.0893, -3.0304, -0.0999)  -0.626
C (-0.8960, -3.6419, -0.6897)  0.058
N (-1.7815, -4.4729, -1.2100)  0.251
C (-3.0519, -4.8134, -0.3731)  -0.507
C (-3.4142, -6.3124, -0.6914)  -0.614
C (-3.5395, -6.4917, -2.2005)  -0.696
C (-2.1954, -6.1140, -2.9442)  -0.744
C (-1.8065, -4.6839, -2.6069)  -0.585
H (-3.8275, -4.0967, -0.6372)  0.352
H (-2.8660, -4.8144, 0.7425)  0.226
H (-4.3897, -6.5460, -0.3389)  0.369
H (-2.6950, -7.0013, -0.2018)  0.293
H (-4.3571, -5.8697, -2.5937)  0.312
H (-3.9123, -7.5281, -2.4169)  0.314
H (-2.3843, -6.2353, -4.0059)  0.348
H (-1.3569, -6.7318, -2.5509)  0.308
H (-2.5163, -3.9173, -3.0860)  0.260
H (-0.8053, -4.4480, -2.9669)  0.451
C (1.6800, 6.0552, -3.3103)  -1.114
Si (0.1898, 4.9442, -3.1103)  0.696
C (-1.2120, 5.9843, -3.8446)  -1.157
C (-0.1141, 4.6027, -1.2767)  -0.985
Si (0.7800, 2.9598, -4.2020)  -0.295
Te (2.8856, 2.2555, -3.2787)  -0.652
Si (1.0709, 3.2353, -6.6471)  0.722
C (-0.6991, 3.2897, -7.3816)  -1.102
C (2.2538, 4.5815, -7.1405)  -1.132
C (1.7878, 1.5674, -7.1774)  -0.953
Si (-0.4320, 0.8926, -3.3320)  -0.046
C (-0.8081, 1.0727, -1.5050)  -0.474
C (0.5481, -0.7507, -3.4344)  -0.355
C (-1.9467, 0.7359, -4.4195)  -0.887
H (2.6168, 5.4638, -3.2873)  0.241
H (1.7539, 6.7938, -2.4459)  0.315
H (1.7022, 6.7008, -4.1979)  0.292
H (-2.0223, 5.3655, -4.2649)  0.280
H (-0.8182, 6.7122, -4.5876)  0.289
H (-1.6120, 6.5790, -2.9670)  0.301
H (0.6220, 3.8658, -0.8425)  0.120
H (-1.1176, 4.2195, -0.9783)  0.249
H (0.1361, 5.5386, -0.7649)  0.452
H (-0.8856, 4.3218, -7.7471)  0.339
H (-1.4265, 2.9981, -6.5976)  0.244
H (-0.7500, 2.5502, -8.2000)  0.326
H (1.7136, 5.5207, -7.3352)  0.330
H (2.6265, 4.3310, -8.1619)  0.339
H (2.9651, 4.8323, -6.3434)  0.264
H (1.2314, 0.6823, -6.7523)  0.175
H (2.8608, 1.4041, -6.8664)  0.243
H (1.7764, 1.4730, -8.3103)  0.346
H (-0.0309, 1.2780, -0.7838)  0.074
H (-1.2487, 0.0962, -1.1379)  0.159
H (-1.6459, 1.7807, -1.3420)  0.316
H (1.0487, -0.8418, -4.4144)  0.200
H (-0.2024, -1.5290, -3.3498)  -0.088
H (1.2766, -0.8949, -2.6627)  0.217
H (-2.3627, -0.2801, -4.1570)  0.247
H (-1.5456, 0.7461, -5.4440)  0.170
H (-2.6513, 1.5955, -4.2620)  0.255

2S+1: 1
Lowest unoccupied orbital energy (eV): 3.3
Charge: -2
Energy above the lowest of the compared OMol25 structures with the same formula, charge and spin (kcal/mol): 73.9
E (eV): -405352.9320



Entry 6:
This record from OMol25 describes C6H8HgO6 as an isolated structure at a distorted geometry. The level of theory is wB97M-V/def2-TZVPD.

Each line ends with the Mulliken charge.
CARTESIAN COORDINATES (ANGSTROEM)
O (-1.1485, -1.2672, -1.6312)  -0.425
C (-2.0938, -0.9364, -2.6217)  0.748
O (-1.8121, -1.0232, -3.7910)  -0.485
O (-3.1552, -0.5815, -2.0123)  -0.586
C (0.2527, -1.3677, -1.9177)  -0.095
H (0.3825, -2.2654, -2.5454)  0.291
H (0.5782, -0.4950, -2.5015)  0.320
C (0.9846, -1.4649, -0.6319)  -0.986
H (0.9751, -2.4077, -0.0819)  0.320
H (1.7911, -0.7557, -0.4450)  0.395
O (-0.5442, 1.4981, 1.1213)  -0.339
C (-0.4408, 0.2799, 1.5882)  0.935
C (0.5905, 2.2868, 1.5359)  -0.247
O (-1.0949, -0.6825, 1.1511)  -0.620
O (0.6118, 0.0920, 2.3363)  -0.284
C (1.3829, 1.3106, 2.4171)  -0.277
H (0.2162, 3.1595, 2.0784)  0.287
H (1.1318, 2.5997, 0.6375)  0.260
H (1.4328, 1.6136, 3.4667)  0.307
H (2.3846, 1.0963, 2.0324)  0.288
Hg (-2.4253, -0.6893, -0.1851)  1.191

2S+1: 2
Lowest unoccupied orbital energy (alpha / beta) (eV): -4.2 / -4.4
Charge: +1
Energy above the lowest of the compared OMol25 structures with the same formula, charge and spin (kcal/mol): 35.2
E (eV): -22800.2480
⟨S²⟩: 0.7534



Q: Which value of E does entry 6 give?
A: -22800.2480 eV